Density functional theory data (the ωB97M-V functional and the def2-TZVPD basis) for a single C3H3IN4 molecule in a non-equilibrium geometry.

CARTESIAN COORDINATES (ANGSTROEM)
I -2.371 1.259 0.073
N -0.690 -0.839 1.066
N -1.074 -1.079 -1.142
N -1.272 -2.117 -0.576
N -1.110 -2.014 0.797
C 1.505 1.252 0.395
C 0.799 0.590 -0.502
C -0.677 -0.055 -0.187
H 2.609 1.310 0.134
H 1.235 0.080 -1.288
H 1.046 1.614 1.230

Values from the calculation:
- SMILES = C=CC1(I)N=NN=N1
- total charge = 0
- spin multiplicity = 1
- Kohn-Sham gap (eV) = 8.702
- E_HOMO (eV) = -10.342

=====

Density functional theory data (the ωB97M-V functional and the def2-TZVPD basis) for a single C3H3IO molecule in a non-equilibrium geometry.

CARTESIAN COORDINATES (ANGSTROEM)
I 0.428 1.821 -3.462
O 0.442 -0.894 0.078
C 0.303 -0.125 -0.947
C 0.410 1.083 -1.582
C -0.232 -0.563 1.223
H -0.642 0.382 1.111
H 0.476 -0.616 2.182
H -1.184 -1.088 1.396

Values from the calculation:
- SMILES = COC#CI
- total charge = 0
- spin multiplicity = 1
- Kohn-Sham gap (eV) = 8.620
- E_HOMO (eV) = -8.539

=====

Density functional theory data (the ωB97M-V functional and the def2-TZVPD basis) for a single C3H3IS molecule in a non-equilibrium geometry.

CARTESIAN COORDINATES (ANGSTROEM)
I 4.033 0.831 0.002
S -0.320 -1.292 0.041
C 2.159 0.108 -0.049
C 1.118 -0.431 0.100
C -1.544 0.079 -0.016
H -1.282 0.643 -0.850
H -2.481 -0.463 -0.297
H -1.682 0.525 1.067

Values from the calculation:
- SMILES = CSC#CI
- total charge = 0
- spin multiplicity = 1
- Kohn-Sham gap (eV) = 8.842
- E_HOMO (eV) = -8.448

=====

Density functional theory data (the ωB97M-V functional and the def2-TZVPD basis) for a molecular structure, C3H3IrLiO3 in a non-equilibrium geometry.

CARTESIAN COORDINATES (ANGSTROEM)
Ir 0.115 -1.825 -1.184
O -0.075 1.001 -0.888
O 0.195 -1.930 0.661
O 1.007 0.633 -2.892
C 0.153 -1.061 1.528
C 0.349 0.401 -1.822
C -0.550 0.194 1.246
Li 0.063 2.743 -2.041
H -0.412 0.951 2.005
H 0.724 -1.114 2.455
H -1.569 0.005 0.931

Values from the calculation:
- total charge = +2
- spin multiplicity = 6
- Kohn-Sham gap (alpha / beta) (eV) = 8.226 / 7.470
- E_HOMO (alpha / beta) (eV) = -17.533 / -19.704

=====

Density functional theory data (the ωB97M-V functional and the def2-TZVPD basis) for a molecular structure, C3H3Li2O3Y in a non-equilibrium geometry.

CARTESIAN COORDINATES (ANGSTROEM)
Y 2.167 0.304 0.210
O 1.092 1.421 -1.549
O -1.679 -0.287 -1.069
O -0.470 -0.884 0.651
C 0.105 1.524 -0.625
C -0.672 0.046 -0.358
C 0.867 -1.506 0.675
Li -0.163 0.797 1.879
Li -3.029 0.648 -1.719
H 0.827 -2.365 -0.014
H 0.948 -1.912 1.696
H 0.007 2.215 0.222

Values from the calculation:
- total charge = +2
- spin multiplicity = 1
- Kohn-Sham gap (alpha / beta) (eV) = 6.079 / 6.076
- E_HOMO (alpha / beta) (eV) = -14.990 / -14.982

=====

Density functional theory data (the ωB97M-V functional and the def2-TZVPD basis) for a molecular structure, C3H3LiMgO3 in a non-equilibrium geometry.

CARTESIAN COORDINATES (ANGSTROEM)
Mg -0.445 2.514 -1.768
O 0.409 0.880 -1.087
O 0.652 -1.201 -0.354
O -0.310 0.264 0.938
C 0.203 0.009 -0.231
C -0.105 -0.896 1.854
C 0.858 -1.741 1.119
Li -1.968 -1.839 2.277
H 0.305 -0.468 2.781
H 0.731 -2.825 1.005
H 1.899 -1.652 1.446

Values from the calculation:
- total charge = +1
- spin multiplicity = 2
- Kohn-Sham gap (alpha / beta) (eV) = 7.296 / 7.234
- E_HOMO (alpha / beta) (eV) = -10.999 / -11.487

=====

Electronic energy: -17216.2746 -13302.9928 -22092.8605 -12320.4950 -10735.4326 -14944.3231 (eV)
Energy above the lowest of the compared OMol25 structures with the same formula, charge and spin: 41.8 72.8 2.1 0.0 25.1 0.0 (kcal/mol)